1.
The following is a quantum chemistry calculation of an isolated molecule of C5H8O2, from the Open Molecules 2025 dataset.

As for the SMILES: C[C@H]1OC12COC2. The HOMO energy comes out at -0.3627 Eh. As for the relative energy (zero: lowest compared OMol25 entry of this formula, charge and spin): 240.2 kJ/mol. For the lowest unoccupied orbital energy, the calculation gives 0.0362 hartree.

The geometry in XYZ format:
```
15
Properties=species:S:1:pos:R:3:forces:R:3:nbo_charge:R:1
C -1.07249 1.70733 0.53224 0.0 0.0 0.0 -0.64
C -0.00409 0.72407 0.92989 0.0 0.2 0.0 0.07
O -0.51791 -0.55650 1.32371 -0.2 -0.2 0.1 -0.48
C 0.22912 -0.48144 0.14177 0.1 0.0 -0.1 0.16
C 1.44568 -1.33516 -0.14260 0.2 0.1 0.4 -0.08
O 1.05423 -1.45095 -1.52083 0.1 0.0 -0.1 -0.53
C -0.22142 -0.83704 -1.26628 -0.4 0.1 0.0 -0.09
H -0.66444 2.57117 -0.00209 0.0 -0.1 0.1 0.22
H -1.80762 1.20982 -0.10860 0.1 0.1 0.1 0.22
H -1.59645 2.06747 1.42374 0.1 0.0 -0.1 0.22
H 0.79806 1.10730 1.56626 -0.1 -0.2 -0.1 0.18
H 2.41568 -0.85309 0.00022 0.0 -0.2 -0.1 0.18
H 1.40560 -2.30815 0.36571 0.1 0.2 0.0 0.18
H -1.04842 -1.55655 -1.28575 0.1 0.0 -0.1 0.18
H -0.41551 -0.00828 -1.95740 0.0 -0.1 0.1 0.18
```
Forces are in eV/Å.

2.
The following is a quantum chemistry calculation of a cluster of 2 separate species, C17H34BrN3OSi2 in total, from the Open Molecules 2025 dataset.

As for the SMILES: [H]/N=C/C[C@H](C#N)[C@](Br)(C#N)CCC(C)C.C[Si](C)(C)O[Si](C)(C)C. The HOMO energy comes out at -0.3656 Eh. For the lowest unoccupied orbital energy, the calculation gives 0.0095 hartree.

The geometry in XYZ format:
```
58
Properties=species:S:1:pos:R:3:forces:R:3:nbo_charge:R:1
C -2.60610 0.57753 -4.65899 0.0 0.4 0.4 -0.62
C -1.74008 1.39696 -3.69340 -0.1 0.1 -0.5 -0.23
C -1.70830 2.87380 -4.13022 0.0 -0.3 0.5 -0.60
C -0.30820 0.87106 -3.48917 -0.4 0.0 -0.4 -0.40
C -0.04163 -0.60149 -3.74437 0.5 0.3 0.5 -0.43
C -0.40025 -1.54228 -2.60099 0.4 -0.2 -0.1 -0.13
Br 1.00628 -1.44946 -1.22938 0.1 0.1 0.1 0.07
C -1.63443 -1.18748 -1.93434 -3.2 0.8 1.1 0.25
N -2.69411 -0.92768 -1.50627 2.7 -0.7 -0.9 -0.27
C -0.49433 -2.99985 -3.09284 -0.7 0.0 0.6 -0.34
C -0.78628 -3.85986 -1.95368 -0.4 -1.7 1.9 0.27
N -1.08112 -4.55400 -1.06753 0.5 1.2 -1.5 -0.28
C -1.62268 -3.18267 -4.12666 0.4 0.2 -0.3 -0.47
C -1.06980 -3.38416 -5.49246 -0.2 0.1 -0.5 0.14
N -1.46608 -2.64555 -6.43764 0.0 0.1 -0.1 -0.60
H -2.06221 0.13889 -5.48146 0.2 -0.2 -0.3 0.21
H -3.35831 1.22311 -5.08593 -0.3 0.2 -0.2 0.21
H -3.15085 -0.17669 -4.11284 -0.1 -0.5 0.0 0.21
H -2.24061 1.37093 -2.74155 -0.2 -0.1 0.4 0.21
H -2.07286 2.99265 -5.13705 0.1 0.1 -0.5 0.21
H -0.71561 3.29458 -4.04987 0.3 0.2 0.0 0.20
H -2.35936 3.45123 -3.48772 -0.2 0.3 0.1 0.21
H 0.01724 1.13710 -2.49352 0.2 0.1 0.4 0.22
H 0.33884 1.41805 -4.16078 0.3 0.1 -0.3 0.21
H -0.46422 -0.95229 -4.66776 -0.5 -0.1 -0.3 0.24
H 1.02748 -0.70943 -3.86271 0.4 -0.2 -0.1 0.23
H 0.46048 -3.28388 -3.50550 0.5 -0.1 -0.2 0.26
H -2.23387 -2.29842 -4.18987 -0.3 0.4 0.1 0.25
H -2.27518 -3.99330 -3.84407 -0.1 -0.4 0.1 0.26
H -0.31719 -4.14840 -5.66553 0.2 -0.3 0.2 0.16
H -1.00236 -2.90394 -7.30373 0.0 0.0 -0.2 0.34
O 2.10512 0.68361 4.44350 0.0 0.0 0.0 -1.25
Si 1.33561 -0.17764 3.26711 -0.3 -0.2 -0.3 1.91
C 0.63687 0.98107 1.97347 0.1 0.0 0.2 -1.15
C -0.06316 -1.17808 4.00241 0.1 0.1 0.1 -1.14
C 2.53655 -1.34601 2.44268 0.1 0.2 0.2 -1.14
Si 1.79777 1.84981 5.56556 -0.1 0.2 0.2 1.91
C 3.35826 2.23524 6.51333 0.0 -0.2 -0.2 -1.14
C 0.48851 1.26322 6.76751 0.1 -0.1 -0.1 -1.14
C 1.19706 3.41292 4.72896 0.0 -0.2 -0.1 -1.14
H -0.14726 1.61393 2.39424 0.0 0.0 0.0 0.23
H 0.20406 0.41180 1.14880 0.0 0.0 0.0 0.24
H 1.41681 1.63081 1.56956 0.0 0.0 0.0 0.24
H 0.29796 -1.81771 4.81047 0.0 0.0 0.0 0.24
H -0.51562 -1.81434 3.23919 0.0 0.0 0.0 0.24
H -0.84281 -0.52887 4.40608 0.0 0.0 0.0 0.23
H 2.95398 -2.05364 3.16129 0.0 0.0 0.0 0.24
H 3.36268 -0.79994 1.98188 0.0 0.0 0.0 0.24
H 2.02499 -1.91522 1.66395 0.0 0.0 0.0 0.23
H 3.73487 1.35036 7.02980 0.0 0.0 0.0 0.24
H 3.15850 3.00563 7.26024 0.0 0.0 0.0 0.24
H 4.14298 2.60150 5.84866 0.0 0.0 0.0 0.24
H -0.47157 1.12183 6.26719 0.0 0.0 0.0 0.23
H 0.34914 1.99624 7.56449 0.0 0.0 0.0 0.24
H 0.77619 0.31370 7.22342 0.0 0.0 0.0 0.24
H 0.23404 3.25319 4.23989 0.0 0.0 0.0 0.23
H 1.90931 3.74854 3.97244 0.0 0.0 0.0 0.24
H 1.07491 4.21299 5.46172 0.0 0.0 0.0 0.24
```
Forces are in eV/Å.

3.
The following is a quantum chemistry calculation of a structure of composition C25H24N8STi, from the Open Molecules 2025 dataset.

The HOMO energy (alpha / beta) comes out at -0.0341 / -0.0642 Eh. As for the spin multiplicity: 3. For the lowest unoccupied orbital energy (alpha / beta), the calculation gives 0.1702 / 0.1632 hartree. As for the charge: -2.

The geometry in XYZ format:
```
59
Properties=species:S:1:pos:R:3:forces:R:3:nbo_charge:R:1
Ti 0.37034 0.37792 -0.80863 0.0 -0.1 0.0 1.18
C 4.64986 -3.46468 0.61615 0.0 0.0 0.0 -0.26
C 4.00500 -2.97090 -0.51185 0.0 0.0 0.0 -0.19
C 2.96089 -2.07437 -0.38736 0.0 0.1 0.0 -0.22
C 2.50499 -1.65267 0.87027 0.2 -0.2 0.0 0.12
C 3.16939 -2.15452 2.00571 -0.1 0.1 0.0 -0.21
C 4.22211 -3.04117 1.87028 0.0 0.0 0.0 -0.23
N 1.43288 -0.77626 0.93006 0.0 0.2 0.1 -0.35
N 1.06908 -0.48851 2.16841 0.1 -0.1 0.0 -0.35
C 0.07015 0.41551 2.26198 -0.2 0.2 0.0 0.34
C -0.36967 0.78471 3.55624 0.0 -0.1 0.0 -0.27
C -1.36321 1.71583 3.69613 0.0 0.0 -0.1 -0.17
C -1.93170 2.28686 2.55282 0.0 0.0 0.1 -0.33
C -1.46265 1.87827 1.32188 0.0 0.0 -0.1 0.09
N -0.48776 0.97631 1.15852 0.1 0.0 0.1 -0.57
H 5.46525 -4.17110 0.51940 0.0 0.0 0.0 0.19
H 4.29998 -3.30292 -1.49965 0.0 0.0 0.0 0.21
H 2.46369 -1.70869 -1.27416 0.0 0.0 0.0 0.21
H 2.83711 -1.83089 2.98070 0.0 0.0 0.0 0.22
H 4.71824 -3.41333 2.76069 0.0 0.0 0.0 0.19
H 0.10979 0.31265 4.40310 0.0 0.0 0.0 0.21
H -1.71208 2.00072 4.68270 0.0 0.0 0.0 0.19
H -2.73776 3.00386 2.61448 0.0 0.0 0.0 0.21
H -1.86691 2.27089 0.39673 0.0 0.0 0.0 0.24
N -2.32653 -1.63486 0.77703 0.1 0.1 0.1 -0.82
C -3.33149 -0.86854 1.33590 0.0 0.0 0.0 0.28
C -3.63365 -0.95024 2.69966 0.0 0.0 0.0 -0.30
C -4.67170 -0.20858 3.23895 0.0 0.0 0.0 -0.20
C -5.44270 0.62396 2.43751 0.0 0.0 0.0 -0.29
C -5.14437 0.70908 1.08103 0.0 0.0 0.0 -0.20
C -4.10436 -0.01923 0.53266 0.0 0.0 -0.1 -0.29
H -1.57504 -1.87470 1.40860 0.0 0.0 0.0 0.38
H -1.94464 -1.26450 -0.08528 0.0 -0.1 -0.1 0.41
H -3.02791 -1.58626 3.33593 0.0 0.0 0.0 0.20
H -4.87514 -0.27773 4.30202 0.0 0.0 0.0 0.19
H -6.25083 1.20633 2.86333 0.0 0.0 0.0 0.19
H -5.71715 1.37111 0.44158 0.0 0.0 0.0 0.20
H -3.83805 0.09156 -0.51343 0.0 0.0 0.0 0.25
C 2.48991 0.75009 -3.14984 0.0 0.0 0.0 -0.64
C 2.78205 1.73670 -2.06122 -0.1 0.1 0.0 0.11
C 3.71424 2.75106 -2.04059 0.0 0.0 0.0 -0.36
C 3.56154 3.40019 -0.78341 0.0 0.0 0.1 -0.35
C 2.54864 2.74003 -0.11621 0.1 0.1 -0.1 0.13
C 2.02144 3.03611 1.25150 0.0 0.0 0.0 -0.63
N 2.05536 1.72825 -0.89563 -0.1 -0.3 0.0 -0.64
H 3.05938 0.99518 -4.04790 0.0 0.0 0.0 0.21
H 1.42672 0.75973 -3.41740 0.0 0.0 0.0 0.24
H 2.76213 -0.27293 -2.86827 0.0 0.0 0.0 0.20
H 4.41514 2.98591 -2.82971 0.0 0.0 0.0 0.19
H 4.12240 4.24299 -0.40155 0.0 0.0 0.0 0.18
H 2.59613 3.85217 1.69507 0.0 0.0 0.0 0.19
H 2.10230 2.16864 1.91188 0.0 0.0 0.0 0.21
H 0.97017 3.33449 1.22898 0.0 0.0 0.0 0.21
S -1.23244 1.27152 -1.97092 -0.2 0.0 -0.1 -0.89
N 1.92018 -5.25914 -3.13281 0.0 0.0 0.0 -0.54
C 1.06916 -4.47672 -3.01988 -0.1 0.0 0.0 0.45
N 0.03023 -3.66030 -2.98283 0.2 0.1 0.0 -0.71
C 0.03907 -2.64734 -2.17683 -0.1 -0.3 0.1 0.60
N -0.06133 -1.74327 -1.44695 0.2 0.3 0.0 -0.64
```
Forces are in eV/Å.

4.
The following is a quantum chemistry calculation of a structure of composition C6H5InNO2, from the Open Molecules 2025 dataset.

The HOMO energy comes out at -0.8121 Eh. As for the relative energy (zero: lowest compared OMol25 entry of this formula, charge and spin): 602.9 kJ/mol. For the lowest unoccupied orbital energy, the calculation gives -0.6966 hartree. As for the charge: +3.

The geometry in XYZ format:
```
15
Properties=species:S:1:pos:R:3:forces:R:3:mulliken_charge:R:1
In 1.02681 -2.04194 -3.69289 5.9 -1.8 -16.9 0.99
C -0.38889 1.76153 1.27688 -0.9 0.9 -2.1 -0.28
C -0.40749 0.51968 1.91770 0.0 -2.7 -0.3 -0.27
C -0.23798 -0.63786 1.14075 0.3 -1.4 0.4 -0.32
C 0.06454 -0.62004 -0.23209 -0.1 0.4 1.1 0.99
C -0.02061 0.65022 -0.86372 -0.1 1.0 -1.4 -0.06
C -0.27657 1.77131 -0.14296 0.3 1.1 0.7 -0.76
N 0.55742 -1.81847 -0.91808 1.4 0.0 8.8 0.92
O 1.08272 -2.63333 -0.16069 -1.2 1.1 -3.3 -0.25
O 0.50278 -1.90627 -2.15856 -6.2 1.1 12.7 -0.03
H -0.71440 2.61578 1.85195 0.3 0.6 -0.1 0.46
H -0.67267 0.46736 2.96333 0.2 -0.3 0.3 0.48
H -0.27102 -1.61569 1.59809 -0.1 0.0 0.4 0.47
H 0.13314 0.77028 -1.92596 -0.1 0.0 -0.1 0.23
H -0.37785 2.71749 -0.65372 0.1 0.1 -0.1 0.43
```
Forces are in eV/Å.